# C6H5NO

An isolated molecule of C6H5NO (wB97M-V/def2-TZVPD, OMol25).

Each line ends with the natural charge from an NBO analysis.
CARTESIAN COORDINATES (ANGSTROEM)
O 1.572696 -1.084984 -0.169564  -0.398
N 1.731388 1.154999 0.016598  -0.409
C 0.515298 0.651130 -0.044978  -0.007
C 0.330848 -0.679453 -0.055502  0.281
C -1.075988 -1.078551 -0.047745  -0.497
C -0.764987 1.157904 -0.233935  -0.181
C -1.685976 0.181595 0.059260  -0.224
C 2.507981 -0.011412 -0.041408  0.237
H 3.504610 -0.157992 0.453029  0.223
H -1.075335 2.294057 -0.214536  0.211
H -2.726390 0.657823 0.139125  0.244
H -1.579578 -1.396360 0.948949  0.269
H -1.254572 -1.688761 -0.809297  0.252

Cartesian forces, eV/Å:
O 4.183 -3.278 1.000
N 4.015 -3.110 -0.224
C -1.984 1.537 -0.735
C 2.822 1.342 0.479
C 0.398 -1.239 5.252
C -3.896 4.316 2.273
C -2.120 7.050 -3.290
C -4.434 2.022 0.819
H -1.163 -0.249 -1.244
H 0.822 -2.366 -0.121
H 1.193 -2.152 -0.034
H 1.733 -1.206 -1.041
H -1.569 -2.667 -3.135

Summary:
calculated total energy = -361.46408 Eh
HOMO level = -8.146 eV
ΔE to the lowest compared entry with this formula, charge and spin = 3.269 eV
SMILES = C1=Cc2ncoc2C1
frontier orbital gap = 8.964 eV

---

# C50H50N2O30

A structure of composition C50H50N2O30 (wB97M-V/def2-TZVPD, OMol25).

Each line ends with the Mulliken charge.
CARTESIAN COORDINATES (ANGSTROEM)
O -0.523759 -17.300432 -16.038632  -0.480
O -7.508984 -11.156914 -22.444978  -0.705
O -2.672748 -20.047537 -11.642706  -0.307
O -6.965442 -20.384056 -20.560609  -0.524
O -1.398888 -21.562323 -20.044200  -0.611
O -8.738473 -19.682973 -12.406275  -0.630
O -5.023632 -18.800841 -15.296694  -0.201
O -10.415751 -18.968391 -14.299046  -0.572
O -1.042204 -16.624611 -21.873709  0.822
O -10.152292 -16.395145 -19.195465  -0.712
O -0.592024 -13.720196 -26.457559  -0.600
O 1.077200 -19.914046 -19.646737  -0.854
O -0.054580 -15.237816 -17.312662  -0.763
O 0.200975 -12.792623 -24.118993  -0.693
O -1.261617 -13.649337 -19.324742  -0.059
O -4.887430 -23.081347 -22.917855  -0.635
O -3.937118 -18.745027 -17.756186  1.228
O -1.949833 -17.657434 -24.207845  -0.547
O -3.839399 -10.647596 -21.909254  -0.672
O 1.813282 -17.837037 -20.936255  -0.658
O -10.984483 -18.697711 -18.861908  -0.625
O -5.026249 -20.769570 -23.983391  -0.599
O -1.727656 -19.196027 -21.115138  -0.222
O -4.073598 -15.177549 -22.289226  -0.070
O -3.204171 -8.635461 -20.388657  -0.608
O -0.726006 -11.658011 -17.722316  -0.642
O -5.925021 -11.574086 -24.404489  -0.597
O -6.746879 -17.952970 -17.070978  -0.205
O -5.427069 -14.657764 -19.987528  -0.827
O -6.124424 -18.089183 -21.182724  -0.401
N -3.223774 -15.841491 -19.752227  2.590
N -1.960898 -19.352414 -15.183560  -0.046
C -2.530615 -12.254068 -20.748671  0.584
C -9.346968 -17.244204 -19.585907  1.286
C -7.748747 -19.525661 -20.198353  1.181
C -1.787658 -19.220731 -13.728927  0.168
C -4.231865 -20.866990 -22.980525  0.395
C -3.466902 -19.819182 -22.577234  -1.193
C -0.594825 -14.575999 -22.826044  -0.362
C 1.252739 -17.551137 -19.768408  0.444
C -6.799186 -12.118266 -22.210934  0.939
C -2.492020 -20.055694 -21.576454  1.010
C -2.961722 -16.767022 -18.627648  1.421
C -1.447877 -11.306910 -18.665696  0.851
C -3.933624 -17.892865 -18.934715  0.794
C -6.333270 -18.916594 -14.976982  0.278
C -0.711695 -14.508837 -25.431823  0.181
C -8.181328 -19.341621 -13.462696  0.404
C -2.553449 -20.275541 -13.026093  -0.083
C 0.398211 -16.294740 -17.858921  0.607
C -2.718659 -9.803871 -19.985046  0.210
C -1.297356 -15.716389 -25.464954  -0.965
C -4.798467 -14.188161 -22.278477  -0.805
C -3.486706 -20.954295 -10.911121  -0.725
C -1.033337 -15.826507 -22.924948  0.293
C -3.416032 -16.056560 -17.379275  -1.471
C -4.249363 -20.078598 -17.963546  -0.481
C -7.244101 -18.392076 -16.061787  0.991
C 0.835447 -18.837844 -19.092257  1.374
C -1.922989 -9.996359 -18.917227  -1.103
C -6.708132 -13.034389 -21.087130  -0.690
C -0.311891 -13.882913 -24.049080  0.884
C -4.799164 -13.274947 -23.384235  -0.904
C -7.318119 -18.016140 -20.572360  0.148
C -2.401676 -21.433273 -20.887355  -0.143
C -9.086447 -18.923285 -14.579270  0.430
C -6.746641 -19.319823 -13.776881  -0.634
C -9.801332 -18.683351 -19.342870  0.171
C -1.432903 -16.558760 -24.280303  0.605
C -5.764447 -12.384950 -23.429901  0.040
C 0.012567 -17.546708 -17.170716  0.458
C -4.196229 -22.252925 -22.417146  1.083
C -1.787503 -12.471043 -19.650612  -0.627
C -9.106461 -19.775222 -19.722654  -1.322
C -8.084147 -16.994881 -20.290085  -0.620
C -3.213826 -22.466882 -21.308304  -1.082
C -8.672529 -18.503902 -15.761072  -1.235
C -3.117397 -10.937952 -20.966159  0.409
C 0.258259 -18.792203 -17.777541  -0.981
C -5.676042 -13.933511 -20.989566  0.865
C 1.050923 -16.347775 -19.165651  -1.246
C -2.221641 -17.849716 -13.201562  -1.342
H -6.032811 -19.587110 -12.992362  0.592
H -7.308681 -12.901113 -20.222656  0.577
H -0.859519 -13.631959 -18.431743  0.297
H -4.270353 -21.323957 -11.544825  0.348
H -3.530181 -18.856227 -23.073477  0.569
H -4.308879 -15.232366 -19.833887  0.128
H -5.936541 -19.050703 -21.216725  0.145
H -7.906311 -15.929653 -20.496092  0.360
H -0.215884 -12.877519 -25.979527  0.425
H -2.814426 -21.747587 -10.463796  0.241
H -9.350501 -18.145912 -16.550365  0.327
H -2.670177 -13.013739 -21.525240  0.439
H -0.706201 -19.369560 -13.537038  0.422
H -1.730000 -17.053035 -13.769743  0.350
H -3.013465 -16.642542 -16.545176  -0.034
H -1.613209 -16.260693 -26.380314  0.401
H -10.535112 -19.134331 -13.378012  0.341
H -2.050324 -17.735739 -12.138213  0.458
H -3.717927 -18.518518 -19.798874  -0.851
H -3.587406 -20.196103 -13.431373  -0.159
H -0.322624 -14.186132 -21.827576  0.380
H -3.009106 -15.089698 -17.308724  0.776
H -9.464288 -20.784401 -19.496619  0.430
H -5.486094 -21.625322 -24.018688  0.365
H -11.293150 -17.722606 -18.788689  0.412
H -3.110985 -23.565137 -21.106949  0.380
H -1.919513 -17.129532 -18.521848  -1.536
H -2.604340 -15.072781 -19.950871  -0.670
H -4.538648 -15.996113 -17.361354  0.046
H 1.782663 -18.810699 -21.052449  0.387
H 0.064371 -19.631325 -17.195096  0.781
H -3.289313 -17.768999 -13.341839  0.142
H -1.527191 -9.137044 -18.351831  0.420
H -3.250178 -16.264355 -20.713993  -0.309
H -3.611767 -8.769849 -21.312809  0.406
H -4.072028 -13.471939 -24.106319  0.734
H 1.322106 -15.356942 -19.524416  0.439
H -2.133009 -21.226459 -13.298770  0.343
H -0.978492 -18.149700 -15.630639  0.415
H -0.830027 -20.739632 -20.064123  0.294
H -1.569101 -20.256694 -15.429516  0.311
H -2.913614 -19.354472 -15.490146  -0.218
H -4.934249 -17.412159 -19.053101  -0.321
H -1.509098 -17.440946 -22.120783  -0.531
H -3.965052 -20.392830 -10.100899  0.239
H -6.595140 -10.894562 -24.215771  0.367
H -3.613015 -20.473734 -18.767538  -0.048
H -5.320952 -20.180306 -18.217828  0.010
H -4.110438 -20.612929 -17.028656  0.403
H -4.987507 -18.396031 -16.177090  -0.291

Cartesian forces, eV/Å:
O -0.660 -1.066 1.534
O -0.306 -0.142 0.697
O 0.644 0.274 0.220
O 0.270 0.016 0.360
O 0.303 0.453 0.158
O 1.436 0.615 -1.587
O -1.129 -0.418 1.020
O 1.144 0.411 -1.721
O -0.570 0.280 0.062
O 1.016 -0.586 -0.531
O 1.234 2.351 1.054
O -0.128 0.647 -0.489
O 1.806 -2.381 -2.037
O 0.371 1.010 -0.401
O -0.310 0.238 -0.475
O -1.142 -1.304 -0.736
O 0.505 1.448 -0.044
O 0.649 0.442 -0.004
O 0.528 0.193 0.724
O 0.057 1.142 -0.081
O -2.488 0.634 1.101
O -1.327 0.462 -1.131
O -0.276 -0.535 -0.580
O 0.123 -0.128 0.226
O -0.151 -0.125 -0.952
O -0.920 0.704 -1.107
O 0.128 1.305 -2.083
O -0.035 0.200 -0.360
O 0.097 -0.274 0.915
O -0.996 1.054 0.300
N -0.423 -0.040 -2.411
N 1.383 -0.200 0.421
C -0.050 -0.281 -0.455
C 0.169 0.310 -0.103
C -1.076 0.930 -1.126
C 0.825 1.121 0.825
C 1.063 1.023 0.424
C -0.395 -0.511 -0.341
C 0.425 0.374 0.345
C -0.088 -0.327 0.088
C 1.465 -1.155 -1.341
C 0.332 0.343 1.638
C -0.567 0.437 -0.942
C 1.159 -2.471 1.127
C -0.744 -0.642 1.580
C 1.493 0.809 -0.419
C -0.987 -1.065 1.892
C -0.549 -0.640 1.019
C -2.132 -0.192 0.325
C -1.792 3.080 0.319
C -0.618 -0.179 -1.226
C -0.081 -2.198 -0.843
C 0.094 -0.065 0.673
C 1.358 0.087 0.529
C 0.122 -1.946 -0.789
C -0.868 -1.525 0.636
C -0.793 -0.379 -0.752
C -0.906 -0.874 1.007
C -0.192 -0.819 1.538
C -0.046 1.489 -0.294
C 0.338 0.855 -0.698
C -0.539 -0.362 -0.716
C -0.241 -1.492 1.471
C 1.454 -3.747 -0.068
C -0.705 -1.180 -1.813
C -2.030 -0.020 0.851
C -0.300 -0.419 1.302
C 1.106 0.474 -1.165
C -0.333 2.099 1.085
C -1.643 0.701 2.501
C 1.163 -2.138 -1.472
C 2.737 1.405 2.651
C -0.027 1.023 0.634
C 0.984 0.142 0.846
C -1.700 2.546 0.765
C 0.036 -0.469 -0.557
C 0.469 0.950 -2.047
C 0.393 -0.055 0.038
C -0.252 3.542 0.439
C 0.133 0.187 -2.117
C 0.258 0.078 0.176
C 0.281 -0.006 -0.821
H -0.285 0.040 -0.295
H -0.645 0.302 0.550
H 0.294 0.212 0.105
H -0.379 -0.675 -0.302
H 0.058 -0.158 0.101
H -0.026 -0.557 0.089
H 0.106 -0.194 -0.029
H 0.337 -0.636 -0.064
H -0.449 -1.150 -1.270
H -1.062 0.491 -0.563
H 0.162 -0.291 0.595
H -0.082 0.244 0.399
H -0.371 0.186 -0.067
H -0.085 -0.015 0.240
H -0.477 0.281 0.182
H 0.215 0.904 0.440
H 0.079 -0.481 1.463
H 0.298 -0.096 0.035
H 0.265 0.269 -0.156
H 0.306 -0.421 -0.136
H -0.070 -0.001 -0.864
H 0.569 1.310 0.045
H 0.231 0.366 -0.323
H -0.305 -0.385 -0.383
H 0.728 -1.265 -0.068
H 0.170 1.366 0.506
H -0.618 0.326 -0.571
H 0.993 0.163 0.885
H 1.011 -0.041 0.131
H -0.126 0.051 0.287
H -0.316 -1.671 0.384
H -0.471 0.179 -0.163
H -0.397 -0.672 -0.096
H -0.051 -0.101 1.207
H 0.458 -0.143 1.632
H 0.861 -0.030 -1.320
H 0.078 -0.439 -0.447
H 0.130 -0.944 0.193
H -0.083 0.406 -0.663
H -0.537 -0.595 0.062
H -0.057 0.014 -0.308
H -0.681 0.267 0.028
H 0.529 -0.552 0.014
H 0.070 -0.604 0.144
H 0.241 -0.088 -0.077
H -0.302 -0.232 0.551
H -0.254 -0.322 0.248
H 0.314 -0.184 -0.218
H 0.282 -0.150 0.034
H 0.310 0.186 -0.848

Summary:
calculated total energy = -4301.89601 Eh
HOMO level = -8.449 eV
ΔE to the lowest compared entry with this formula, charge and spin = 0.838 eV
frontier orbital gap = 6.459 eV

---

# C4H12OS2

A cluster of 2 separate species, C4H12OS2 in total (wB97M-V/def2-TZVPD, OMol25).

Each line ends with the natural charge from an NBO analysis.
CARTESIAN COORDINATES (ANGSTROEM)
S 0.645957 -1.356453 -2.095365  0.167
S 1.545491 0.053874 -0.874506  -0.100
O -1.613840 -1.000509 0.414280  -0.943
C -1.262557 1.934160 0.308097  -0.611
C 0.777474 -2.917526 -1.233088  -0.782
C 0.002665 1.523771 0.991852  -0.403
C 1.324032 1.581588 0.210149  -0.437
H -0.911803 -1.277235 1.012451  0.469
H -1.410712 1.303369 -0.571199  0.224
H 0.198336 2.151854 1.873502  0.195
H 0.438742 -2.818526 -0.190208  0.218
H 0.315528 -3.688548 -1.852786  0.243
H 1.373732 2.533063 -0.340785  0.218
H -1.310840 2.982894 0.023320  0.198
H -1.939993 -1.781633 -0.045104  0.477
H -0.111545 0.534578 1.420130  0.190
H -2.064542 1.823161 1.040883  0.217
H 1.857723 -3.062912 -1.004148  0.225
H 2.146154 1.481030 0.912533  0.234

Cartesian forces, eV/Å:
S -1.491 1.060 -0.611
S 3.483 -0.292 -0.166
O -0.255 0.012 0.098
C -0.328 0.098 -0.115
C 1.590 0.694 1.846
C 1.384 0.759 1.178
C -3.218 -0.311 -0.044
H -0.135 -0.251 -0.176
H -0.358 0.118 0.154
H -0.336 0.178 -0.017
H -0.863 -0.332 -0.567
H 0.091 0.055 0.323
H 0.212 -0.609 -0.209
H 0.406 0.144 -0.181
H 0.200 -0.024 0.131
H 0.049 -0.170 -0.067
H -0.212 -0.336 -0.366
H -0.518 -0.465 -0.843
H 0.299 -0.329 -0.368

Summary:
calculated total energy = -1031.14294 Eh
HOMO level = -8.048 eV
ΔE to the lowest compared entry with this formula, charge and spin = 2.037 eV
SMILES = CCCSSC.O
frontier orbital gap = 7.863 eV